# 1
# C38H38AlFN5O7S2

A structure of composition C38H38AlFN5O7S2 in a non-equilibrium geometry (ωB97M-V/def2-TZVPD, OMol25).

XYZ file:
```
92
Properties=species:S:1:pos:R:3:forces:R:3:mulliken_charge:R:1
Al -0.75595 -1.08074 -1.84378 0.569 2.575 0.964 -0.299
F -0.70097 3.93889 2.35561 -0.141 1.631 -0.023 -0.309
C -0.73901 2.69767 2.77478 0.225 -1.327 0.436 0.267
C -1.17796 1.75247 1.90101 0.397 -0.889 -0.219 -0.602
C -1.01660 0.37974 2.14833 0.488 0.102 0.787 -0.014
C -0.94738 -0.60522 1.08595 -1.192 0.958 -1.872 0.250
O -1.17225 -0.18902 -0.12564 0.227 -1.207 2.432 0.363
C -0.69340 -1.97509 1.44724 0.464 0.799 -1.000 -0.147
C -0.52577 -2.33380 2.77534 1.014 2.417 -1.582 -0.058
N -0.33468 -1.38316 3.74282 -1.098 1.238 -1.414 0.412
C 0.46529 -1.67860 4.86559 1.551 -1.111 1.745 -0.393
C 0.35308 -3.03963 5.56725 0.021 0.004 -0.934 -0.706
C -0.13396 -1.80206 6.22411 -0.565 0.628 0.476 -0.337
C -0.58771 0.02323 3.43703 -0.109 -2.556 -0.361 -0.168
C -0.32330 0.97577 4.38537 1.179 1.922 0.545 -0.641
C -0.23880 2.35142 4.04411 -0.893 -1.967 -0.245 -0.243
N 0.25763 3.28852 4.92809 0.017 0.942 1.151 0.197
C 0.19299 3.12887 6.36133 -1.044 0.064 0.541 -0.718
C -0.21792 4.45085 7.07652 -0.205 -0.372 -1.119 -0.888
N 0.72880 5.57374 6.57912 -0.949 0.917 1.677 -0.175
C 0.89288 5.66960 5.08051 -0.084 -0.552 -0.938 -0.665
C 1.24161 4.26088 4.48971 -0.814 0.177 -0.195 -0.606
C -0.27006 -2.85513 0.25765 -0.833 -2.691 1.393 0.462
O -0.40066 -4.09598 0.42744 0.666 2.737 -0.857 -0.715
O 0.22637 -2.25021 -0.79564 -1.081 -0.573 0.992 -0.409
H -1.52361 2.05035 0.94363 -0.104 0.316 -0.844 0.626
H -0.29179 -3.32907 3.01893 0.244 -1.065 0.303 0.616
H 1.51533 -1.34335 4.90489 -0.707 0.344 -0.751 0.362
H 1.27860 -3.42876 6.02638 -0.697 -0.195 -0.864 0.251
H -0.36250 -3.69495 5.02201 0.655 0.185 1.221 0.280
H 0.51093 -1.38280 7.01106 -0.756 -0.341 -0.102 0.295
H -1.21624 -1.67277 6.28273 0.377 0.175 0.246 0.224
H 0.08154 0.69983 5.34790 -0.102 -0.197 -0.001 0.648
H 1.15399 2.81696 6.78697 0.086 -0.164 0.008 0.439
H -0.58755 2.39245 6.67717 0.717 0.429 -0.475 0.442
H -0.10560 4.29900 8.16643 0.026 0.528 -0.553 0.403
H -1.27396 4.77413 6.82128 1.329 -0.390 0.225 0.356
H 1.65444 5.45621 7.02914 -0.555 0.135 -0.201 0.417
H 0.27608 6.47188 6.96468 1.292 -1.414 -0.822 0.385
H 1.69008 6.39262 4.85602 -0.293 -0.180 0.253 0.373
H -0.07025 6.06306 4.72624 0.354 -0.318 -0.189 0.358
H 2.26481 3.98588 4.74645 0.200 -0.130 0.504 0.244
H 1.23085 4.16633 3.39771 0.073 1.042 0.191 0.494
O -1.84450 2.00316 -2.50610 0.002 -1.030 0.041 -0.936
C -0.62050 1.76916 -2.51096 -0.292 -0.150 1.012 0.275
O -0.08976 0.57230 -2.33994 -1.072 -0.189 -0.607 -0.209
C 0.25332 2.95499 -2.62990 2.440 0.671 -0.516 0.238
C -0.16220 3.97409 -3.50070 0.020 -0.220 0.201 -0.424
C 0.56237 5.12876 -3.73157 0.899 -0.076 0.611 -0.822
C 1.79361 5.30120 -3.07871 0.324 -1.512 1.049 -0.402
C 2.30415 4.29286 -2.24695 -1.112 -0.485 -0.313 -0.701
C 1.57673 3.08588 -2.01307 -1.588 -0.065 -0.253 0.423
S 2.15875 1.89118 -0.92219 0.542 -0.055 0.616 -0.497
H -1.08070 3.82507 -4.03551 -0.417 0.006 -0.077 0.409
H 0.22536 5.89064 -4.39994 -0.348 0.254 -0.344 0.400
H 2.40854 6.17418 -3.13841 0.000 0.632 -0.467 0.375
H 3.24612 4.32827 -1.70029 -0.117 0.417 -0.330 0.361
C -4.08126 -3.17176 -0.96035 0.307 -0.790 -0.434 -0.620
N -4.50120 -1.79186 -1.06402 -0.630 -0.757 0.599 -0.190
C -3.66680 -0.94718 -1.65023 -0.054 1.946 -0.064 0.475
N -4.05981 0.33220 -1.76611 0.751 0.253 0.156 -0.307
O -2.54089 -1.32749 -2.11565 -0.533 -0.390 0.179 -0.135
H -4.74599 -3.77558 -0.34340 -0.135 0.359 0.016 0.354
H -3.08484 -3.17302 -0.49370 -0.242 -0.502 -0.371 0.125
H -4.08068 -3.62768 -1.98230 0.330 0.276 0.931 0.232
H -5.26545 -1.43965 -0.48437 0.543 -0.185 -0.618 0.238
H -4.93199 0.69181 -1.38616 0.419 -0.490 -0.158 0.198
H -3.28807 1.00650 -1.91917 -0.035 0.061 -0.473 0.271
O -0.22584 -1.95583 -3.30187 1.182 -0.355 -1.335 0.087
S 1.26964 -2.09790 -3.80907 -1.487 -0.621 1.028 0.445
C 1.16180 -1.92030 -5.55286 1.377 1.766 0.282 0.181
C 2.13868 -1.14823 -6.19573 0.383 -0.454 0.953 -0.352
C 2.17783 -0.99646 -7.54998 0.154 -1.143 -1.296 -0.616
C 1.16426 -1.62507 -8.30444 -0.556 -0.103 1.404 -0.437
C 0.17843 -2.40073 -7.65918 0.146 0.555 0.154 -0.737
C 0.17098 -2.49598 -6.24337 -1.020 -0.492 -2.371 0.010
C 1.45065 -3.88636 -3.70580 0.425 -1.335 0.868 0.210
C 1.23270 -4.60176 -2.48494 -0.776 1.074 -0.526 -0.179
C 1.51254 -5.95472 -2.41001 -0.584 1.456 0.877 -0.737
C 2.00686 -6.61440 -3.48899 0.432 -2.703 -0.512 -0.219
C 2.17823 -6.00404 -4.68979 0.335 1.721 -1.474 -0.842
C 1.92714 -4.60188 -4.78699 0.644 -0.326 -0.795 -0.162
H 2.93362 -0.74931 -5.61362 0.528 0.388 0.514 0.454
H 3.10645 -0.65066 -8.04907 -1.043 0.415 0.413 0.340
H 1.08454 -1.42471 -9.34876 0.157 -0.311 -0.661 0.434
H -0.58481 -2.91146 -8.26292 0.297 0.378 0.425 0.385
H -0.59658 -2.97425 -5.68913 -0.689 -0.700 0.079 0.553
H 0.69432 -4.11505 -1.67022 0.600 -0.179 -0.192 0.437
H 1.29625 -6.46979 -1.49315 -0.017 -0.125 0.261 0.478
H 2.20416 -7.70734 -3.41055 -0.097 0.923 -0.054 0.311
H 2.54329 -6.55538 -5.57571 -0.265 0.439 0.656 0.350
H 2.14314 -4.02645 -5.70367 -0.073 -0.872 0.393 0.400
```
Positions in Å, forces in eV/Å.

Properties
net charge	+1
HOMO level	-6.44	eV
LUMO energy	-3.30	eV
frontier orbital gap	3.1428	eV
relative energy (zero: lowest compared OMol25 entry of this formula, charge and spin)	32.62	kcal/mol



# 2
# C38H38Br2N5O7RbS6

A structure of composition C38H38Br2N5O7RbS6 in a non-equilibrium geometry (ωB97M-V/def2-TZVPD, OMol25).

XYZ file:
```
97
Properties=species:S:1:pos:R:3:forces:R:3:mulliken_charge:R:1
Rb -0.03743 0.87240 -0.17837 1.146 -2.956 1.108 1.152
Br 4.34220 -5.69897 -3.68484 0.003 0.000 0.005 -0.250
C 2.79900 -4.85373 -2.95560 0.005 0.017 -0.039 0.037
C 1.56759 -5.46640 -3.10100 0.030 -0.065 0.000 -0.661
C 0.44248 -4.85695 -2.56839 -0.113 0.149 0.114 -0.371
C 0.54679 -3.63198 -1.90209 0.501 -0.451 -0.236 -0.509
C 1.79874 -3.01140 -1.82044 -0.285 -0.044 0.149 0.615
C 2.92772 -3.62709 -2.32352 0.077 -0.084 -0.058 -0.539
N -0.52515 -2.93494 -1.36329 -0.451 0.508 0.176 0.077
C -1.54788 -3.47919 -0.85854 0.298 -0.220 -0.339 -0.289
C -2.65820 -2.65486 -0.34948 -0.315 0.203 0.250 0.265
C -3.95755 -3.15189 -0.31194 0.171 -0.045 -0.084 -0.816
C -4.96881 -2.32043 0.14712 0.002 0.078 -0.016 -0.277
C -4.64614 -1.04085 0.56152 -0.019 -0.131 -0.014 -0.960
C -3.31452 -0.63215 0.49446 -0.104 0.065 0.149 -0.355
N -2.34934 -1.42466 0.05678 0.189 0.099 -0.228 0.187
H 1.48773 -6.40921 -3.62516 -0.003 0.003 0.002 0.377
H -0.52796 -5.32305 -2.69014 0.007 0.001 -0.014 0.444
H 1.84493 -2.02825 -1.37388 0.086 0.019 0.027 0.340
H 3.89578 -3.15232 -2.23758 -0.016 0.019 -0.010 0.494
H -1.67456 -4.56968 -0.80007 0.042 0.000 0.037 0.387
H -4.17193 -4.15261 -0.66849 0.019 -0.031 0.067 0.405
H -5.99419 -2.66924 0.16941 0.003 -0.003 0.037 0.391
H -5.40433 -0.37089 0.94288 0.035 0.050 -0.017 0.436
H -3.01088 0.36150 0.80852 -0.060 -0.002 0.044 0.598
C 5.16070 3.02812 -0.08282 -0.112 -0.065 -0.069 -1.448
C 4.59065 1.75322 0.47425 0.000 0.111 -0.012 0.482
C 5.41191 0.68383 0.81096 -0.037 -0.084 0.081 -0.477
C 4.86923 -0.47870 1.33263 0.020 0.086 -0.049 -0.650
C 3.49150 -0.50929 1.48093 -0.067 0.079 0.002 0.029
Br 2.67227 -2.04582 2.24248 -0.027 -0.061 -0.044 -0.155
N 2.69270 0.47582 1.15467 -0.118 -0.136 0.066 -0.143
C 3.21994 1.59543 0.66498 0.237 -0.097 0.036 0.056
H 6.13413 3.24735 0.35746 -0.005 0.033 0.016 0.469
H 4.48722 3.86370 0.10470 0.025 0.019 -0.007 0.334
H 5.28926 2.94421 -1.16467 0.017 0.046 0.002 0.204
H 6.48660 0.76415 0.68566 0.002 0.020 -0.018 0.414
H 5.47779 -1.32101 1.62710 0.007 0.000 -0.016 0.438
H 2.51159 2.38749 0.44171 -0.001 0.085 -0.048 0.416
O -1.55121 3.92476 2.51128 0.021 0.009 -0.181 -0.738
S -1.06770 3.37229 1.26084 -0.445 1.079 1.002 1.046
O -1.78531 2.18305 0.82489 -0.958 0.912 0.569 -0.385
O 0.38303 3.26716 1.19576 -0.143 -0.104 -0.097 -0.535
C -1.53904 4.63141 0.03149 0.045 -0.155 0.254 -0.485
C -2.11499 5.78750 0.54640 -0.004 -0.025 0.017 -0.558
C -2.55342 6.80353 -0.28781 0.066 0.008 -0.062 -0.548
C -2.40811 6.67478 -1.66140 -0.056 0.043 0.067 -0.528
C -1.83294 5.52812 -2.18326 0.043 -0.048 -0.070 -0.566
C -1.39854 4.50532 -1.34793 0.092 -0.137 -0.130 -0.259
S -0.65895 3.08838 -2.18241 -0.184 0.697 -1.326 1.316
O 0.67203 2.90114 -1.59310 -0.119 0.826 -0.036 -0.271
O -0.55722 3.50456 -3.58491 -0.028 0.083 0.167 -0.749
O -1.53456 1.93974 -2.02216 -0.514 0.598 -0.018 -0.586
H -2.21075 5.84584 1.62198 -0.036 0.049 -0.018 0.578
H -3.00135 7.69577 0.13404 -0.003 -0.001 0.013 0.358
H -2.74147 7.46505 -2.32412 -0.002 -0.013 -0.018 0.362
H -1.69551 5.39264 -3.24736 -0.028 0.058 0.018 0.504
S -0.98117 -0.02881 9.16653 -0.017 0.074 0.364 -0.503
C -0.87846 -0.35257 7.53094 0.004 -0.146 -0.334 0.282
S -1.15365 0.88288 6.34676 0.117 -0.645 -0.300 -0.133
C -0.94430 -0.31999 4.99169 -0.040 0.397 0.902 -0.258
N -0.67376 -1.48628 5.49519 0.141 -0.583 -0.284 -0.805
N -0.62640 -1.52194 6.88147 -0.077 0.630 0.075 0.547
C -0.36361 -2.80900 7.41791 -0.001 -0.194 -0.044 0.541
C -0.44132 -3.90291 6.54344 -0.045 0.071 0.020 -0.334
C -0.20347 -5.18624 7.00049 0.005 0.014 0.054 -0.552
C 0.12314 -5.41617 8.32972 0.012 -0.078 0.044 -0.396
C 0.22361 -4.33568 9.18962 -0.003 -0.035 -0.026 -0.611
C -0.01048 -3.04079 8.74860 0.004 0.092 -0.073 -0.449
S -1.10898 0.13174 3.39953 -0.079 0.080 -0.310 -0.119
H -0.68259 -3.71618 5.50982 -0.012 0.006 -0.010 0.504
H -0.27311 -6.01673 6.30824 -0.009 0.020 -0.022 0.336
H 0.30046 -6.42361 8.68809 0.013 0.012 -0.010 0.352
H 0.49175 -4.49489 10.22754 0.001 0.029 0.002 0.331
H 0.07771 -2.21519 9.43084 -0.020 0.071 0.024 0.187
C 0.30225 -0.13867 -6.99311 -0.060 -0.018 0.185 -1.470
C -0.07155 0.25981 -5.56550 0.136 -0.098 -0.118 0.053
C 0.88753 -0.33926 -4.53245 -0.272 0.420 0.328 -1.063
S 0.99194 0.83188 -3.10093 0.773 -0.947 -2.299 0.328
O 1.74794 0.07641 -2.06877 0.703 -0.385 0.497 -0.430
C 2.22106 1.96019 -3.91745 -0.229 0.170 0.262 -1.093
C 3.60347 1.79890 -3.30671 -0.036 -0.326 -0.052 0.665
C 4.38384 0.62098 -3.88886 -0.048 0.089 0.074 -1.205
H -0.42153 0.23825 -7.71807 0.024 0.009 -0.011 0.411
H 0.34418 -1.22700 -7.08356 0.014 0.007 -0.067 0.320
H 1.28755 0.25731 -7.24984 0.001 -0.022 -0.051 0.305
H -1.08894 -0.06420 -5.34234 -0.013 0.074 0.048 0.460
H -0.07244 1.35027 -5.47235 -0.067 0.003 -0.028 0.127
H 1.88569 -0.49995 -4.94070 0.043 -0.038 0.045 0.407
H 0.51582 -1.27363 -4.10995 0.025 -0.027 -0.004 0.449
H 1.81326 2.94847 -3.72725 0.027 0.062 -0.078 0.458
H 2.21184 1.76041 -4.99003 -0.013 0.020 -0.018 0.601
H 3.46789 1.62790 -2.23628 0.102 0.130 0.014 -0.703
H 4.16988 2.72380 -3.44178 -0.070 0.049 0.012 0.625
H 3.85001 -0.30898 -3.69244 0.036 -0.035 0.001 -0.018
H 5.37553 0.54383 -3.43649 -0.005 -0.022 -0.006 0.404
H 4.51160 0.72958 -4.97012 0.002 -0.022 -0.006 0.342
```
Positions in Å, forces in eV/Å.

Properties
net charge	-2
HOMO level	-2.04	eV
LUMO energy	3.22	eV
frontier orbital gap	5.2541	eV
relative energy (zero: lowest compared OMol25 entry of this formula, charge and spin)	44.98	kcal/mol